(1)
ORCA calculation (ωB97M-V/def2-TZVPD) on a 4-piece molecular cluster, C4H4Cl12 overall.

As for the multiplicity: 1. As for the maximum force: 1.2 eV Å⁻¹. The electronic energy is -5677.0902 Ha. As for the highest occupied orbital energy: -11.02 eV. Its SMILES is ClC(Cl)Cl.ClC(Cl)Cl.ClC(Cl)Cl.ClC(Cl)Cl.

Element x y z (Å)
C -8.53809 13.40175 -11.61531
Cl -10.12081 14.09367 -11.57485
Cl -7.90082 13.17307 -9.95291
Cl -7.40436 14.40647 -12.55168
H -8.65292 12.40682 -12.02791
C -11.60509 5.36391 -7.44418
Cl -11.00616 3.69835 -7.50473
Cl -10.79053 6.35666 -8.64524
Cl -11.42216 6.02961 -5.83612
H -12.67083 5.35656 -7.63442
C -10.59690 10.88803 -5.71688
Cl -9.00722 11.46677 -5.32145
Cl -11.75541 12.16608 -6.08860
Cl -11.27168 9.90399 -4.36662
H -10.55420 10.20129 -6.55179
C -9.74426 9.41591 -10.48831
Cl -10.86887 9.16129 -11.82020
Cl -10.31776 10.68498 -9.40313
Cl -8.04682 9.71350 -10.90908
H -9.69633 8.46042 -9.98419

Results of the Löwdin charge analysis, in e, for atoms 1 through 4: atom 1 (C): -1.558, atom 2 (Cl): 0.552, atom 3 (Cl): 0.467, atom 4 (Cl): 0.518

=====

(2)
ORCA calculation (ωB97M-V/def2-TZVPD) on H5O3 as an isolated structure.

As for the multiplicity: 1. As for the maximum force: 4.5 eV Å⁻¹. The electronic energy is -228.7215 Ha. As for the highest occupied orbital energy: -4.14 eV. The charge is -1.

Element x y z (Å)
O 0.75931 -0.02130 1.15204
H 1.56588 -0.30591 0.80555
O -0.59781 -1.73275 -0.51305
H -0.46835 -1.16282 -1.19223
H -0.10125 -1.34318 0.23941
O -0.82484 1.58012 -0.36387
H -0.27021 0.91560 0.48884
H -0.06273 2.07024 -0.61670

Results of the Löwdin charge analysis, in e, for atoms 1 through 4: atom 1 (O): -0.435, atom 2 (H): -0.130, atom 3 (O): -0.088, atom 4 (H): -0.059

=====

(3)
ORCA calculation (ωB97M-V/def2-TZVPD) on C38H28N8O2RuS3 as an isolated structure.

As for the multiplicity: 5. As for the maximum force: 0.5 eV Å⁻¹. As for the expectation value of S²: 6.049. The electronic energy is -3342.3610 Ha. As for the highest occupied orbital energy (alpha / beta): -12.28 / -12.27 eV. The charge is +2.

Element x y z (Å)
Ru 0.03095 -0.00360 -0.20018
S -1.26619 -5.73631 -0.20833
C -2.01051 -7.26958 -0.21549
C -3.36287 -7.17658 -0.11048
C -3.80426 -5.82972 -0.03942
C -2.78069 -4.92682 -0.09149
C -2.86864 -3.46169 -0.05533
C -1.70264 -2.67742 -0.12284
N -1.72215 -1.35682 -0.10319
C -2.90527 -0.70769 -0.00730
C -4.11720 -1.39201 0.05473
C -5.33829 -0.63181 0.12910
C -5.31552 0.71635 0.13369
C -4.07144 1.43960 0.07044
C -3.98668 2.83898 0.05180
C -2.76497 3.47308 -0.02966
C -1.62212 2.65314 -0.07778
N -1.67750 1.33715 -0.04439
C -2.88191 0.72067 0.01248
C -2.61582 4.93071 -0.08088
C -1.46815 5.65468 -0.25154
C -1.69202 7.05490 -0.26995
C -3.00727 7.36394 -0.11355
S -3.97193 5.97285 0.07359
C -4.07315 -2.79212 0.02934
H -1.40967 -8.16142 -0.29048
H -4.02021 -8.03246 -0.09049
H -4.84692 -5.55550 0.03899
H -0.72692 -3.13336 -0.22175
H -6.27863 -1.16572 0.17393
H -6.23804 1.28048 0.18068
H -4.90243 3.41838 0.08555
H -0.63907 3.09335 -0.15472
H -0.49003 5.21487 -0.38621
H -0.91709 7.79426 -0.40283
H -3.46141 8.34147 -0.09432
H -5.00375 -3.34423 0.07278
S 0.15794 -0.06768 2.13191
C 1.87048 -0.30744 2.23294
N 2.57588 -0.46525 3.31464
N 1.89513 -0.45848 4.46472
C 2.50842 -0.62838 5.65536
C 3.90716 -0.84610 5.73510
C 4.46787 -1.01589 6.97226
C 3.66900 -0.97221 8.12556
C 2.28663 -0.75382 8.04299
C 1.69857 -0.58175 6.81967
N 2.71742 -0.29031 1.09750
N 2.13400 -0.09184 0.01674
C 3.00216 -0.06948 -1.12274
C 2.79823 0.91445 -2.08412
C 3.64982 0.96902 -3.17321
C 4.66651 0.03082 -3.30646
C 4.85433 -0.95080 -2.33963
C 4.02971 -0.99880 -1.23144
H 0.88439 -0.31315 4.45057
H 4.49667 -0.87169 4.83106
H 5.53194 -1.18359 7.06140
H 4.12771 -1.10896 9.09567
H 1.68803 -0.71956 8.94216
H 0.63287 -0.40880 6.73280
H 2.01505 1.65164 -1.96080
H 3.52322 1.74560 -3.91514
H 5.31946 0.06789 -4.16820
H 5.64588 -1.67880 -2.45090
H 4.14963 -1.75886 -0.47171
C 0.55769 -2.92990 -4.28993
N 0.21139 -1.55736 -3.91473
C -0.22386 -0.63270 -4.84293
C -0.56468 0.61977 -4.51410
C -0.48924 1.05625 -3.12778
O -0.66492 2.19450 -2.73873
N -0.06751 0.06086 -2.23786
C 0.27997 -1.19810 -2.60757
O 0.64928 -1.97916 -1.70767
H 0.73693 -2.95588 -5.36104
H -0.25011 -3.61534 -4.03823
H 1.45696 -3.23299 -3.76182
H -0.25202 -0.98986 -5.86314
H -0.87172 1.33470 -5.26099

Results of the Löwdin charge analysis, in e, for atoms 1 through 4: atom 1 (Ru): 1.278, atom 2 (S): 1.065, atom 3 (C): -0.388, atom 4 (C): -0.156

=====

(4)
ORCA calculation (ωB97M-V/def2-TZVPD) on one molecule with the formula C5H6N2O.

As for the multiplicity: 1. As for the maximum force: 4.5 eV Å⁻¹. The electronic energy is -378.8469 Ha. As for the highest occupied orbital energy: -10.44 eV. Its SMILES is CC1=NC(=O)N=C1C.

Element x y z (Å)
C 1.27644 1.10846 -0.86470
C -0.02002 0.49884 -0.59744
C -2.15136 0.12153 -0.57669
C -0.38571 -0.54482 0.34871
C 0.50432 -1.17697 1.35702
H 1.96779 0.36274 -1.24156
H 1.71826 1.56420 0.00482
H 1.22889 1.86917 -1.65834
H -0.22445 -1.79322 2.00574
H 1.04362 -0.41466 2.01715
H 1.17067 -1.91797 0.89204
N -1.12294 0.87858 -1.23392
N -1.67514 -0.77652 0.40914
O -3.33036 0.22062 -0.86196

Results of the Löwdin charge analysis, in e, for atoms 1 through 4: atom 1 (C): -0.021, atom 2 (C): -0.261, atom 3 (C): -0.502, atom 4 (C): -0.290

=====

Values of energy relative to the best compared isomer or geometry (same formula, charge and spin), in order: 0.300; 0.802; 0.000; 0.654, all in eV.